--- P ---
{
  "formula": "C4H10N2P",
  "method": "ωB97M-V/def2-TZVPD",
  "elements": ["C", "C", "C", "C", "N", "N", "P", "H", "H", "H", "H", "H", "H", "H", "H", "H", "H"],
  "xyz": [[0.25716, 0.81450, -1.68642], [0.03084, 0.29684, 0.96030], [0.98667, 1.33236, 0.43319], [0.03721, -0.94601, 0.01817], [0.69328, 1.77665, -0.94020], [-0.00405, -0.41965, -1.27122], [-2.12678, -1.91042, 0.05758], [0.17431, 1.05675, -2.76336], [0.23995, 0.21576, 2.04168], [-0.87180, 0.88509, 0.79964], [1.05875, 2.20990, 1.15125], [2.03477, 1.04955, 0.26678], [0.47757, -1.76013, 0.40179], [0.73540, 2.75207, -1.22817], [-0.37421, -0.90187, -2.11536], [-2.20721, -2.70542, 1.11965], [-1.67601, -2.83882, -0.89520]],
  "charge": 1
}

---

--- Q ---
{
  "formula": "C4H10N2P",
  "method": "ωB97M-V/def2-TZVPD",
  "elements": ["C", "C", "C", "C", "N", "N", "P", "H", "H", "H", "H", "H", "H", "H", "H", "H", "H"],
  "xyz": [[2.71263, -0.68260, -0.35662], [-2.65622, -0.33430, -0.85301], [-1.74811, -1.15213, -0.43852], [1.07827, 0.91191, -0.25777], [2.17021, -1.10341, -1.36244], [1.98913, 0.30277, 0.33462], [-0.21432, 1.74632, 0.71235], [3.66074, -1.05588, 0.01659], [-2.29042, 0.51914, -1.50413], [-3.74945, -0.40427, -0.85482], [-2.06849, -2.07452, 0.00588], [-0.67636, -0.86902, -0.35928], [0.65174, 0.80015, -1.31163], [2.66544, -1.90001, -1.83336], [2.19659, 0.39149, 1.31531], [-0.39408, 2.76760, -0.21102], [0.81279, 2.32488, 1.47440]],
  "charge": 1
}

---

Relative energies in hartree: P 0.0000; Q 0.0504

---

--- P ---
{
  "formula": "C3H7NS",
  "method": "ωB97M-V/def2-TZVPD",
  "elements": ["N", "C", "C", "C", "S", "H", "H", "H", "H", "H", "H", "H"],
  "xyz": [[2.02860, -0.76598, -0.01869], [0.81345, 0.07991, -0.41898], [-0.43052, -0.13927, 0.40147], [-1.54474, 0.80640, 0.00917], [-1.84338, -1.13653, -0.15483], [1.80226, -1.62956, -0.43678], [1.93177, -0.83207, 1.10773], [1.21639, 1.29420, -0.49389], [0.04726, -0.16872, -1.39164], [-0.18631, -0.23003, 1.50658], [-2.30207, 1.13148, 0.79306], [-1.53270, 1.59014, -0.90321]],
  "charge": 0,
  "smiles": "NC[C@H]1CS1"
}

---

--- Q ---
{
  "formula": "C3H7NS",
  "method": "ωB97M-V/def2-TZVPD",
  "elements": ["S", "H", "C", "C", "C", "N", "H", "H", "H", "H", "H", "H"],
  "xyz": [[1.88115, -1.37564, 0.00375], [1.43345, -2.36048, 0.80131], [-0.76309, 0.15848, -0.67962], [-0.60790, -1.17578, -0.85373], [-0.12614, 1.89410, 0.82945], [-0.23625, 0.65528, 0.53903], [-0.96525, 0.90271, -1.43433], [-0.73746, -1.86080, -0.03415], [-0.38209, -1.58969, -1.82723], [0.56361, 2.16491, 1.61710], [-0.69606, 2.63863, 0.28732], [0.63603, -0.05173, 0.75111]],
  "charge": 0
}

---

Relative energies in hartree: P 0.0000; Q 0.0088

---

--- P ---
{
  "formula": "C3H2F2",
  "method": "ωB97M-V/def2-TZVPD",
  "elements": ["C", "C", "C", "F", "F", "H", "H"],
  "xyz": [[1.71824, 0.04511, -0.26649], [0.60023, -0.22634, -0.14486], [-0.94207, -0.01434, 0.16504], [-1.62785, -1.08168, -0.34647], [-1.55887, 1.14212, -0.31229], [2.71353, 0.22386, -0.34661], [-0.90322, -0.08873, 1.25167]],
  "charge": 0,
  "smiles": "C#CC(F)F"
}

---

--- Q ---
{
  "formula": "C3H2F2",
  "method": "ωB97M-V/def2-TZVPD",
  "elements": ["F", "C", "F", "C", "C", "H", "H"],
  "xyz": [[2.48900, 1.13300, 0.00956], [1.70696, 0.03489, -0.09346], [2.41606, -1.07728, 0.06156], [0.20264, -0.09221, 0.65845], [0.33628, 0.02681, -0.64550], [-0.38350, -0.29921, 1.48029], [-0.18111, -0.02198, -1.66693]],
  "charge": 0,
  "smiles": "FC1(F)C=C1"
}

---

Relative energies in hartree: P 0.0000; Q 0.0166

---

--- P ---
{
  "formula": "C4H12S2",
  "method": "ωB97M-V/def2-TZVPD",
  "elements": ["C", "S", "S", "H", "H", "H", "H", "C", "C", "C", "H", "H", "H", "H", "H", "H", "H", "H"],
  "xyz": [[1.86316, 2.11327, -0.99201], [0.12292, 1.57290, -1.27847], [-0.56449, 1.91185, 0.52785], [1.88128, 3.18627, -0.62462], [2.49385, 1.56412, -0.27994], [2.30484, 1.82384, -1.94808], [-1.08027, 3.14365, 0.29506], [0.69820, -2.36204, 0.48095], [-0.21110, -3.53382, 0.70972], [-1.60145, -3.20148, 1.14207], [0.69403, -1.62848, 1.31983], [1.73197, -2.85932, 0.46194], [0.20582, -1.69392, -0.28916], [-0.33673, -4.06165, -0.16044], [0.45465, -4.07378, 1.39773], [-2.31076, -4.04505, 1.18473], [-1.97332, -2.39752, 0.46611], [-1.49303, -2.80971, 2.14226]],
  "spin_multiplicity": 2,
  "charge": 1
}

---

--- Q ---
{
  "formula": "C4H12S2",
  "method": "ωB97M-V/def2-TZVPD",
  "elements": ["C", "C", "S", "H", "H", "H", "H", "H", "H", "C", "S", "C", "H", "H", "H", "H", "H", "H"],
  "xyz": [[-2.45465, 1.29713, 2.41233], [-0.93161, 1.59241, 2.36086], [0.02866, 0.22426, 3.22243], [-2.90948, 1.14267, 1.37913], [-3.04398, 2.15298, 2.84323], [-2.60337, 0.44997, 3.02230], [-0.68826, 1.55057, 1.33072], [-0.68916, 2.55178, 2.80344], [1.01760, 0.27174, 2.31487], [2.58517, -1.27905, -1.90525], [0.77340, -1.01192, -1.21879], [0.22455, -1.08443, -2.92988], [3.00105, -0.35826, -1.88297], [2.52816, -1.83957, -2.79074], [2.84429, -2.08976, -1.10635], [0.08028, -2.24374, -3.09151], [-0.72888, -0.61385, -3.05916], [0.96623, -0.71294, -3.70465]],
  "spin_multiplicity": 2,
  "charge": 1
}

---

Relative energies in hartree: P 0.0000; Q 0.0034

---

--- P ---
{
  "formula": "C19H21N3O3",
  "method": "ωB97M-V/def2-TZVPD",
  "elements": ["O", "C", "N", "C", "C", "O", "N", "C", "C", "N", "C", "C", "C", "C", "C", "C", "O", "C", "C", "C", "C", "C", "C", "C", "C", "H", "H", "H", "H", "H", "H", "H", "H", "H", "H", "H", "H", "H", "H", "H", "H", "H", "H", "H", "H", "H"],
  "xyz": [[-4.08812, -1.86236, 1.15693], [-4.15169, -0.91074, 0.39873], [-3.05535, -0.39729, -0.20552], [-1.72557, -0.77113, 0.19888], [-0.85447, 0.48458, 0.18922], [-1.29801, 1.53140, -0.25452], [0.38842, 0.37785, 0.68891], [1.05070, -0.82435, 1.13253], [2.22522, -1.14899, 0.19759], [3.12696, -0.02196, 0.18070], [4.46812, -0.22562, -0.14574], [4.92390, -1.39091, -0.75850], [6.26894, -1.60606, -1.00515], [7.19939, -0.64881, -0.65482], [6.77054, 0.52075, -0.04906], [5.42985, 0.73853, 0.21556], [5.02212, 1.88700, 0.84260], [2.46779, 1.18077, -0.28839], [1.29403, 1.50883, 0.63218], [-5.44244, -0.26545, 0.02116], [-5.54719, 1.09211, -0.26661], [-6.77791, 1.63778, -0.58629], [-7.90863, 0.83855, -0.62444], [-7.81222, -0.51060, -0.32521], [-6.58644, -1.05777, 0.00358], [-3.09880, 0.47879, -0.71130], [-1.30844, -1.51125, -0.49739], [-1.78792, -1.22010, 1.19541], [0.36166, -1.66491, 1.16877], [1.44641, -0.64533, 2.13873], [2.74796, -2.02445, 0.58526], [1.83032, -1.37956, -0.80701], [4.21449, -2.14485, -1.06122], [6.58279, -2.52267, -1.48094], [8.25002, -0.80314, -0.84474], [7.49058, 1.27547, 0.24162], [5.79914, 2.41259, 1.06824], [3.17335, 2.00768, -0.28262], [2.09108, 1.03946, -1.31558], [0.73910, 2.37015, 0.25969], [1.66769, 1.71548, 1.63933], [-4.68036, 1.73563, -0.21538], [-6.85560, 2.69308, -0.80371], [-8.86579, 1.26990, -0.87868], [-8.69413, -1.13381, -0.34436], [-6.49151, -2.10429, 0.25156]],
  "charge": 0,
  "smiles": "O=C(NCC(=O)N1CCN(c2ccccc2O)CC1)c1ccccc1"
}

---

--- Q ---
{
  "formula": "C19H21N3O3",
  "method": "ωB97M-V/def2-TZVPD",
  "elements": ["C", "C", "O", "C", "C", "C", "N", "O", "H", "H", "H", "H", "H", "H", "C", "N", "C", "C", "N", "C", "C", "C", "C", "C", "C", "C", "C", "C", "C", "C", "O", "H", "H", "H", "H", "H", "H", "H", "H", "H", "H", "H", "H", "H", "H", "H"],
  "xyz": [[-3.97393, 0.33220, -3.47473], [-2.52472, 0.48621, -3.79044], [-1.68118, 0.06122, -2.67336], [-0.35685, 0.32818, -2.81899], [0.65572, -0.38942, -1.82305], [1.66486, -0.76763, -2.80307], [2.60869, -1.23290, -3.33875], [0.06759, 1.02030, -3.72027], [-4.60286, 0.63887, -4.30320], [-4.26014, -0.69224, -3.27712], [-4.29511, 0.90363, -2.61482], [-2.26067, -0.15800, -4.62177], [-2.28722, 1.52763, -3.96110], [0.18675, -1.45265, -1.60089], [0.66309, 0.32415, 3.48901], [-0.77059, 0.53515, 3.27689], [-1.66943, 0.88399, 4.26592], [-2.88101, 1.01284, 3.70033], [-2.73897, 0.76033, 2.34613], [-3.87266, 0.80890, 1.42732], [-1.43589, 0.45717, 2.08537], [-0.86020, 0.29237, 0.70624], [0.45034, -0.28380, 0.55301], [1.29045, 0.17558, -0.57055], [2.78475, -0.42134, -0.31295], [3.95634, 0.31262, -0.58474], [5.20238, -0.28755, -0.38212], [5.31557, -1.55986, 0.20433], [4.14717, -2.26941, 0.48372], [2.89452, -1.72046, 0.18743], [-1.50086, 0.82231, -0.25500], [1.23667, 0.72367, 2.62780], [0.93566, 0.79420, 4.44959], [0.83508, -0.75988, 3.59376], [-1.38372, 0.96431, 5.29296], [-3.79287, 1.25712, 4.20740], [-3.43418, 0.64474, 0.45807], [-4.54232, -0.01602, 1.69029], [-4.34825, 1.79788, 1.45912], [0.82467, -1.03492, 1.28697], [1.32336, 1.33156, -0.62268], [3.86706, 1.24200, -1.15450], [6.11209, 0.20041, -0.70598], [6.27919, -1.93895, 0.54693], [4.16036, -3.27858, 0.89092], [2.01124, -2.37593, 0.18059]],
  "charge": 0
}

---

Relative energies in hartree: P 0.0000; Q 0.1640